[1]
The following is a quantum chemistry calculation of an isolated molecule of C5H10ClN2OP at a distorted geometry, from the Open Molecules 2025 dataset.

Last column: Löwdin charge in e.
Cartesian coordinates (Å):
O1 -1.838 0.448 -1.257  -0.29
P1 -0.700 0.572 -0.365  0.56
C1 -1.010 1.377 1.308  -0.67
Cl1 -1.152 3.104 1.141  0.58
N1 0.645 1.338 -0.774  -0.24
C2 1.935 0.934 -1.297  -0.11
C3 1.728 1.119 0.260  -0.12
N2 -0.203 -1.138 0.292  -0.19
C4 -0.352 -2.221 -0.598  -0.24
C5 -1.283 -2.071 0.515  -0.20
H1 -0.227 1.183 2.008  0.03
H2 -1.887 0.851 1.424  0.01
H3 2.410 1.758 -1.968  0.13
H4 2.144 -0.131 -1.564  0.11
H5 1.637 0.160 0.806  0.09
H6 1.999 2.048 0.691  0.08
H7 0.453 -3.059 -0.506  0.13
H8 -0.723 -1.909 -1.643  0.12
H9 -2.287 -1.627 0.206  0.12
H10 -1.289 -2.736 1.321  0.08

Cartesian forces, eV/Å:
O -0.72 0.25 -0.84
P 0.40 -2.93 3.09
C 1.56 -0.24 -2.61
Cl -0.44 0.60 0.05
N 2.02 -0.22 0.06
C 0.62 0.73 0.66
C -0.26 -0.57 -3.23
N 0.77 3.56 0.77
C 0.93 -1.66 -2.77
C -2.74 1.89 -1.95
H 0.15 -0.53 0.43
H -2.39 -0.50 1.56
H -0.69 -1.71 1.50
H -0.49 1.05 -0.06
H 0.25 0.92 -0.21
H 0.48 0.45 0.63
H -1.43 1.64 -0.50
H 0.58 -1.08 1.55
H 1.12 -1.01 0.56
H 0.28 -0.64 1.31

Output
**Molar mass**: 180.58 g/mol
**Lowest unoccupied orbital energy**: 0.896 eV
**Highest occupied orbital energy**: -9.348 eV
**Total energy**: -32183.927 eV

***

[2]
The following is a quantum chemistry calculation of a cluster of 2 separate species, C4H11N3O2 in total at a distorted geometry, from the Open Molecules 2025 dataset.

Last column: Löwdin charge in e.
Cartesian coordinates (Å):
C1 1.011 1.409 0.166  -0.16
N1 0.079 0.652 -0.616  -0.02
C2 -0.196 0.982 -1.829  -0.54
N2 -1.155 0.245 -2.482  0.13
N3 0.204 2.128 -2.462  0.15
H1 2.022 1.640 -0.179  0.08
H2 1.106 0.895 1.126  0.05
H3 0.532 2.319 0.589  0.09
H4 -1.673 -0.417 -1.947  0.09
H5 -1.575 0.522 -3.345  0.09
H6 0.944 2.605 -1.983  0.08
H7 0.249 2.236 -3.462  0.10
C3 0.244 -2.651 2.306  0.01
C4 -0.378 -1.265 2.321  -0.58
O1 -0.151 -0.405 3.104  0.12
O2 -1.352 -1.140 1.345  0.01
H8 -0.613 -3.322 2.302  0.08
H9 0.855 -2.810 3.182  0.08
H10 0.710 -2.768 1.329  0.09
H11 -0.863 -0.855 0.535  0.07

Cartesian forces, eV/Å:
C -0.78 0.59 1.99
N 0.29 -0.53 -0.96
C -1.27 -0.10 0.73
N 0.36 -0.23 -0.48
N 0.62 0.37 0.10
H -0.13 -0.12 -0.53
H 0.48 -0.36 -0.22
H 0.26 0.15 -0.79
H 0.00 -0.21 0.30
H 0.08 0.35 -0.09
H 0.18 0.18 0.03
H -0.19 -0.39 0.03
C -1.02 0.69 -0.18
C -0.45 -1.05 -0.39
O 0.21 0.59 0.51
O 0.79 0.19 -0.29
H 0.10 -0.24 0.10
H 0.40 -0.07 -0.14
H 0.45 -0.19 0.19
H -0.40 0.38 0.09

Output
**Molar mass**: 133.15 g/mol
**Lowest unoccupied orbital energy**: 0.699 eV
**Highest occupied orbital energy**: -8.807 eV
**Total energy**: -12891.824 eV

***

[3]
The following is a quantum chemistry calculation of a structure of composition C43H46FIN5O11S3SeSnTe, from the Open Molecules 2025 dataset.

Last column: Löwdin charge in e.
Cartesian coordinates (Å):
Sn1 -0.196 1.795 -1.876  1.32
C1 -1.802 -6.230 -2.510  -0.07
C2 -0.600 -5.299 -2.586  -0.19
N1 -0.922 -3.938 -2.183  -0.02
C3 -1.156 -3.009 -3.146  0.02
C4 -1.413 -1.695 -2.929  -0.02
C5 -1.431 -0.780 -4.145  -0.63
O1 -1.756 -1.284 -5.228  -0.01
O2 -1.043 0.411 -3.946  -0.17
C6 -1.511 -1.239 -1.576  -0.32
O3 -1.688 -0.078 -1.201  -0.23
C7 -1.310 -2.252 -0.535  -0.04
C8 -1.267 -1.793 0.784  0.10
C9 -0.865 -2.652 1.753  -0.18
F1 -0.751 -2.235 3.045  0.05
C10 -0.493 -3.966 1.466  -0.18
C11 -0.610 -4.445 0.185  0.06
C12 -0.988 -3.572 -0.848  -0.13
N2 0.227 -4.724 2.449  -0.08
C13 1.506 -4.093 2.735  -0.15
C14 2.393 -5.084 3.438  -0.08
N3 1.679 -5.496 4.710  0.06
C15 0.323 -6.092 4.423  -0.10
C16 -0.496 -5.077 3.648  -0.16
H1 -1.527 -7.236 -2.832  0.07
H2 -2.603 -5.868 -3.156  0.08
H3 -2.189 -6.286 -1.492  0.07
H4 -0.216 -5.246 -3.604  0.12
H5 0.223 -5.663 -1.971  0.11
H6 -1.078 -3.352 -4.170  0.13
H7 -1.453 -0.745 0.986  0.11
H8 -0.242 -5.441 -0.014  0.12
H9 1.407 -3.188 3.358  0.14
H10 1.959 -3.785 1.788  0.10
H11 3.355 -4.661 3.721  0.12
H12 2.529 -5.991 2.851  0.14
H13 1.545 -4.651 5.273  0.18
H14 2.246 -6.140 5.256  0.17
H15 -0.129 -6.357 5.378  0.13
H16 0.502 -6.986 3.828  0.13
H17 -0.698 -4.205 4.295  0.13
H18 -1.456 -5.520 3.386  0.14
O4 3.740 -1.963 -1.568  -0.33
S1 2.537 -2.119 -0.767  0.44
O5 2.218 -3.528 -0.493  -0.35
O6 1.400 -1.347 -1.214  -0.30
C17 3.036 -1.517 0.869  -0.20
C18 3.873 -2.424 1.529  -0.12
C19 4.395 -2.165 2.781  -0.12
C20 4.087 -0.965 3.406  -0.09
C21 3.293 -0.042 2.749  -0.06
C22 2.767 -0.289 1.476  -0.17
S2 1.873 1.131 0.765  0.43
O7 2.015 2.158 1.781  -0.34
O8 2.570 1.435 -0.479  -0.36
O9 0.471 0.768 0.548  -0.44
H19 4.123 -3.342 1.009  0.11
H20 5.057 -2.883 3.255  0.09
H21 4.488 -0.728 4.383  0.10
H22 3.077 0.913 3.201  0.10
Te1 -2.916 2.182 0.250  1.47
C23 -2.461 1.578 2.231  -0.50
C24 -3.379 0.841 2.975  -0.15
C25 -3.063 0.417 4.260  -0.11
C26 -1.825 0.726 4.806  -0.11
C27 -0.906 1.459 4.067  -0.08
C28 -1.219 1.882 2.782  -0.13
C29 -3.454 4.157 0.797  -0.50
C30 -4.792 4.505 0.955  -0.16
C31 -5.143 5.803 1.307  -0.11
C32 -4.155 6.758 1.503  -0.11
C33 -2.820 6.416 1.338  -0.08
C34 -2.467 5.121 0.981  -0.15
H23 -4.343 0.596 2.546  0.08
H24 -3.784 -0.155 4.832  0.09
H25 -1.575 0.395 5.808  0.09
H26 0.069 1.694 4.476  0.10
H27 -0.480 2.420 2.204  0.08
H28 -5.562 3.759 0.804  0.08
H29 -6.187 6.066 1.428  0.09
H30 -4.426 7.770 1.777  0.09
H31 -2.045 7.161 1.470  0.10
H32 -1.429 4.869 0.809  0.05
N4 2.986 0.359 -3.200  0.19
C35 2.075 0.795 -4.072  -0.64
O10 1.517 1.894 -3.971  -0.10
C36 1.718 -0.019 -5.300  -0.52
I1 2.259 -2.083 -5.304  0.82
H33 3.012 0.859 -2.311  0.08
H34 3.195 -0.629 -3.119  0.00
H35 2.200 0.427 -6.166  0.05
H36 0.638 0.025 -5.422  0.03
C37 -3.462 4.568 -4.178  -0.25
S3 -2.726 2.929 -4.097  0.87
C38 -1.291 3.302 -5.104  -0.25
O11 -2.268 2.872 -2.657  -0.83
H37 -2.747 5.276 -3.757  0.05
H38 -4.368 4.548 -3.575  0.05
H39 -3.704 4.809 -5.213  0.05
H40 -0.821 4.215 -4.742  0.03
H41 -1.632 3.389 -6.136  0.06
H42 -0.608 2.459 -5.012  0.02
Se1 -0.079 4.731 -1.814  0.60
C39 1.652 5.421 -1.421  -0.65
C40 2.502 4.864 -0.466  -0.11
C41 3.733 5.452 -0.227  -0.17
N5 4.187 6.544 -0.846  0.02
C42 3.370 7.071 -1.758  -0.20
C43 2.125 6.559 -2.079  -0.15
H43 2.218 3.980 0.090  0.06
H44 4.395 5.013 0.514  0.10
H45 3.734 7.959 -2.269  0.09
H46 1.519 7.040 -2.838  0.08

Cartesian forces, eV/Å:
Sn 0.00 0.03 -0.30
C -0.01 0.01 0.02
C 0.09 -0.05 0.02
N -0.19 0.06 -0.02
C 0.16 -0.04 0.09
C -0.04 0.09 -0.01
C -0.09 0.01 0.01
O 0.08 0.06 0.09
O -0.08 0.10 0.12
C 0.31 -0.38 0.06
O -0.50 0.54 -0.21
C -0.02 -0.05 0.00
C -0.04 0.02 0.02
C -0.12 0.05 0.06
F 0.02 0.04 -0.03
C -0.04 0.03 0.06
C 0.21 0.07 -0.06
C 0.03 -0.04 -0.06
N -0.17 -0.28 -0.07
C 0.05 0.01 -0.19
C 0.04 -0.02 0.01
N -0.04 0.01 -0.02
C 0.03 0.00 -0.02
C 0.05 0.15 0.14
H 0.00 0.00 0.01
H 0.00 -0.01 0.00
H 0.00 0.00 0.00
H -0.03 0.00 -0.01
H 0.03 0.04 -0.02
H 0.00 -0.01 -0.01
H 0.02 -0.08 0.03
H -0.01 0.00 0.00
H -0.01 0.04 -0.03
H -0.06 -0.17 0.10
H -0.03 0.04 -0.01
H 0.01 0.00 0.00
H 0.02 0.01 0.00
H 0.00 -0.01 -0.02
H -0.01 0.01 0.00
H 0.00 -0.01 0.01
H -0.02 -0.05 -0.02
H 0.01 -0.03 0.00
O 0.00 0.05 0.00
S -0.10 -0.22 -0.08
O -0.03 0.08 0.16
O 0.01 0.02 0.04
C 0.21 0.02 -0.08
C 0.15 0.07 -0.10
C -0.03 0.01 -0.01
C -0.02 0.00 0.03
C -0.08 -0.02 0.01
C -0.14 -0.01 0.12
S -0.14 0.17 -0.23
O 0.08 0.03 0.06
O 0.03 -0.09 0.13
O 0.28 -0.25 0.19
H -0.03 0.00 0.01
H 0.06 0.02 -0.01
H 0.00 0.00 0.01
H -0.02 0.03 0.00
Te 0.01 0.08 0.05
C -0.02 0.01 0.03
C 0.01 -0.03 0.00
C 0.00 0.00 0.00
C 0.00 0.00 -0.02
C 0.00 -0.01 0.01
C -0.01 0.02 -0.03
C 0.01 0.01 0.05
C -0.01 0.01 0.00
C -0.01 -0.01 0.00
C 0.00 0.00 0.00
C 0.00 0.01 0.00
C -0.01 -0.01 -0.01
H -0.01 0.00 0.00
H 0.00 0.00 0.00
H 0.00 0.00 0.01
H 0.00 0.01 -0.01
H 0.00 0.00 0.02
H 0.00 0.00 0.01
H 0.00 0.00 0.00
H 0.00 0.00 0.00
H 0.00 0.00 0.00
H 0.01 0.01 0.01
N -0.38 0.02 0.01
C 0.18 0.01 0.07
O 0.02 0.00 -0.05
C -0.05 0.05 -0.04
I -0.01 -0.02 0.01
H 0.08 -0.03 -0.05
H 0.11 0.04 -0.02
H 0.04 -0.01 0.01
H 0.05 -0.03 0.03
C -0.03 -0.04 0.00
S -0.01 0.14 -0.23
C 0.02 -0.08 0.03
O 0.12 -0.27 0.07
H 0.02 -0.02 0.00
H 0.00 0.00 0.00
H 0.00 -0.01 0.00
H 0.01 0.01 0.03
H -0.02 0.02 0.01
H -0.02 -0.03 0.00
Se 0.03 0.07 0.00
C 0.01 0.00 -0.03
C -0.05 -0.04 0.03
C 0.00 0.00 0.00
N -0.01 0.00 0.00
C 0.01 -0.01 0.00
C 0.00 0.00 -0.01
H 0.02 0.04 -0.03
H 0.00 0.00 0.00
H 0.00 0.00 0.00
H 0.00 0.00 0.00

Output
**Molar mass**: 1376.24 g/mol
**Total charge**: -1
**Lowest unoccupied orbital energy**: 0.160 eV
**Highest occupied orbital energy**: -3.871 eV
**Total energy**: -197108.151 eV

***

no.,orbital gap (eV)
1,10.24
2,9.51
3,4.03